The following is a quantum chemistry calculation of the ion C25H29N4 with charge +1 at a distorted geometry, from the Open Molecules 2025 dataset.

Summary:
SMILES string: CN(C)c1ccc([C@H](c2cn(C)c3ccccc23)[n+]2ccc(N(C)C)cc2)cc1
Relative energy (zero: lowest compared OMol25 entry of this formula, charge and spin): 0.0 kcal/mol
Calculated total energy: -1188.8421 Ha
F_max: 0.0373 Eh/bohr
LUMO: -2.739 eV

Geometry as ORCA input:
```
! wB97M-V def2-TZVPD RIJCOSX def2/J DEFGRID3
* xyz 1 1
N -0.444 -0.707 5.161
N -0.574 -0.180 1.019
N 0.703 -3.656 -4.450
N 1.084 3.210 -1.384
C 1.299 -1.804 -2.995
C -0.306 -0.967 -1.385
C 1.007 -1.045 -1.858
C -0.618 2.664 0.022
C 0.551 0.154 1.723
C 2.068 3.981 -2.109
C 0.776 -0.536 5.911
C -1.268 -1.842 -1.906
C 0.094 5.017 0.040
C 0.806 1.882 -1.587
C -1.794 4.243 1.388
C -1.564 -1.038 6.011
C 0.232 3.713 -0.404
C 0.608 -0.036 3.088
C -0.923 5.268 0.975
C 0.361 -2.759 -3.456
C -1.662 2.933 0.898
C -1.682 -0.811 3.054
C -0.189 1.482 -0.699
C -0.508 -0.533 3.814
C -0.744 0.145 -0.414
C 1.507 -3.294 -5.598
C 0.476 -5.082 -4.345
C -1.644 -0.693 1.683
C -0.917 -2.805 -2.846
H -1.392 -2.024 6.468
H 3.066 3.527 -1.999
H -2.374 2.154 1.169
H -2.614 -1.136 3.504
H 0.756 5.790 -0.340
H 1.405 0.543 1.170
H -1.053 6.282 1.363
H 1.787 -0.446 -1.389
H 1.670 -0.737 5.316
H 2.560 -3.589 -5.466
H -0.136 -5.318 -3.468
H 1.440 -5.619 -4.274
H -0.021 -5.442 -5.259
H 1.316 1.319 -2.359
H -2.580 4.479 2.101
H -1.645 -3.536 -3.197
H 2.257 -1.698 -3.501
H 1.538 0.226 3.570
H 0.752 -1.228 6.755
H 0.848 0.471 6.343
H 2.068 4.994 -1.689
H -1.601 -0.326 6.847
H -1.839 0.236 -0.543
H 1.117 -3.846 -6.466
H 1.812 4.015 -3.181
H -2.304 -1.758 -1.571
H -2.526 -1.035 5.490
H 1.447 -2.217 -5.795
H -2.488 -0.987 1.049
*
```

The following is a quantum chemistry calculation of a structure of composition C25H29N7O9S2Zn, from the Open Molecules 2025 dataset.

Summary:
Relative energy (zero: lowest compared OMol25 entry of this formula, charge and spin): 0.0 kcal/mol
Calculated total energy: -4606.1843 Ha
F_max: 0.0034 Eh/bohr
LUMO: -0.794 eV

Geometry as ORCA input:
```
! wB97M-V def2-TZVPD RIJCOSX def2/J DEFGRID3
* xyz 0 1
Zn 0.490 -0.041 -0.195
S -1.188 1.242 0.703
S -1.003 -3.162 -4.835
O -1.053 -1.225 -1.515
O -0.823 -2.205 1.039
O 1.082 -3.576 -1.538
O 1.528 -1.715 -0.383
O -1.837 -2.091 -4.311
O -1.176 -3.531 -6.214
O -2.983 -2.301 -1.779
O -2.275 1.407 -4.575
O -1.122 0.382 -6.086
N -1.298 0.797 -4.955
N 0.796 -0.296 -4.129
N -1.323 1.103 3.345
N 1.542 0.572 1.621
N 0.853 0.949 2.572
N 0.976 0.685 -2.158
N -0.773 0.902 4.590
C 2.827 -0.878 -2.810
C 2.932 0.410 1.897
C 3.395 0.111 3.173
C -1.986 -1.845 -1.047
C -0.276 0.565 -3.978
C 0.932 -2.833 -0.569
C -0.550 1.089 2.325
C -0.154 1.162 -2.769
C 1.509 -1.322 6.450
C 0.843 -2.454 4.449
C 5.162 0.363 1.027
C 0.741 -0.225 6.085
C 0.001 -3.271 0.571
C 1.534 -0.173 -3.007
C 1.574 -2.439 5.632
C 0.701 -2.726 -4.571
C 5.638 0.066 2.297
C 1.040 -1.341 -5.122
C -2.089 -2.171 0.428
C -2.619 -5.113 -3.864
C 0.059 -1.372 4.082
C 3.801 0.522 0.822
C -1.192 -4.587 -3.793
C 4.756 -0.064 3.363
C 0.012 -0.243 4.901
H -0.470 -5.319 -4.159
H 0.631 -3.570 1.411
H 2.688 -1.953 -2.694
H 2.184 -3.288 5.908
H 5.849 0.464 0.198
H -0.891 -4.278 -2.789
H 2.073 -1.291 7.374
H 0.877 -3.324 3.806
H 3.288 -0.523 -1.895
H 0.891 -2.811 -3.497
H 0.716 0.662 6.705
H 3.403 0.755 -0.158
H 3.492 -0.679 -3.653
H -2.696 -6.018 -3.262
H -2.781 -2.082 -2.723
H 2.693 0.004 3.989
H -2.625 -3.117 0.553
H -1.497 1.053 5.275
H 0.476 -1.108 -6.019
H -0.811 1.876 -2.303
H -2.658 -1.369 0.903
H -0.603 -4.124 0.257
H 6.699 -0.072 2.456
H 2.099 -1.312 -5.371
H 5.129 -0.308 4.349
H 1.277 -3.492 -5.091
H -0.502 -1.403 3.157
H -3.329 -4.386 -3.474
H -2.894 -5.357 -4.889
*
```

The following is a quantum chemistry calculation of a structure of composition C25H30As3BBr4Cl5F2O4Ta, from the Open Molecules 2025 dataset.

Summary:
Relative energy (zero: lowest compared OMol25 entry of this formula, charge and spin): 0.0 kcal/mol
Calculated total energy: -20857.6982 Ha
F_max: 0.0014 Eh/bohr
LUMO: -0.273 eV

Geometry as ORCA input:
```
! wB97M-V def2-TZVPD RIJCOSX def2/J DEFGRID3
* xyz 0 1
Ta -1.355 -1.078 0.511
Br -6.077 -5.975 -1.258
Br -4.490 -5.368 -4.099
Br -2.045 -3.079 -4.135
Br -5.173 -4.292 1.501
As 4.006 3.766 -2.196
As 0.536 0.592 1.843
As 0.217 0.009 -1.545
Cl 0.162 -4.262 5.594
Cl -3.514 -0.306 5.600
Cl -2.975 0.100 2.540
Cl -1.905 -2.528 7.142
Cl 0.662 -3.809 2.597
F 1.848 -2.121 0.369
F 0.368 -3.561 -0.483
O -1.465 2.134 0.071
O -1.752 -1.845 -1.311
O -2.887 -2.346 0.807
O -3.249 0.938 -0.546
C -4.349 -4.006 -0.162
C -1.148 -1.794 2.701
C -2.123 0.947 -0.105
C 3.314 0.727 -0.186
C -2.681 -2.800 -1.417
C -0.704 -3.028 4.766
C -1.633 -2.260 5.468
C 4.588 2.115 -3.088
C -4.699 -4.693 -1.327
C 3.043 3.200 -0.550
C -2.347 -1.274 4.797
C 2.303 1.863 -0.318
C -4.032 -4.436 -2.527
C -3.013 -3.482 -2.572
C -0.202 1.706 3.260
C 1.328 1.625 -1.468
C -2.214 3.307 -0.288
C -3.337 -3.065 -0.219
C 1.335 -1.208 -2.566
C 1.912 -0.288 2.900
C 2.492 4.181 -3.380
C -2.076 -1.096 3.450
C -0.946 0.610 -2.977
C 1.547 2.054 1.004
C -0.481 -2.792 3.406
B 0.543 -2.405 0.164
H 2.255 2.360 1.781
H 5.389 1.644 -2.521
H -1.590 -0.213 -3.276
H -3.123 3.381 0.307
H -1.557 4.149 -0.082
H -1.557 1.445 -2.641
H 2.224 -1.486 -2.005
H 1.829 4.886 -2.877
H -0.323 0.924 -3.815
H 1.874 1.600 -2.411
H 2.337 4.027 -0.412
H 3.885 0.593 -1.103
H 2.557 0.479 3.330
H 2.889 4.671 -4.268
H 1.920 3.308 -3.686
H 3.785 3.314 0.246
H 4.019 0.939 0.622
H 0.814 2.855 0.895
H 3.790 1.395 -3.259
H -0.968 2.359 2.851
H 0.617 2.452 -1.526
H 0.752 -2.100 -2.793
H 0.611 2.302 3.674
H 1.428 -0.842 3.702
H -2.494 3.284 -1.340
H 2.497 -0.975 2.297
H 2.824 -0.219 0.041
H 4.995 2.417 -4.054
H 1.621 -0.713 -3.494
H -0.628 1.088 4.047
*
```

The following is a quantum chemistry calculation of a cluster of 5 separate species, C25H30BF12N2O15P in total at a distorted geometry, from the Open Molecules 2025 dataset.

Summary:
SMILES string: NB(O)c1cc(O)c2c(c1)C(=O)N(CP(=O)(O)O)C2=O.CCOC(=O)C(F)(F)F.CCOC(=O)C(F)(F)F.CCOC(=O)C(F)(F)F.CCOC(=O)C(F)(F)F
Calculated total energy: -3773.6788 Ha
F_max: 0.0282 Eh/bohr
LUMO: -0.688 eV

Geometry as ORCA input:
```
! wB97M-V def2-TZVPD RIJCOSX def2/J DEFGRID3
* xyz 0 1
P -1.433 0.382 -2.763
F 6.031 3.490 -4.650
F -5.075 -7.463 5.393
F -3.562 -9.004 5.347
F 6.021 4.953 -6.244
F -3.058 -1.486 0.737
F 4.183 3.977 -5.673
F -4.146 -0.243 2.140
F -3.006 0.752 5.721
F -3.684 -7.578 3.730
F -4.800 -0.390 0.081
F -1.963 -1.031 6.355
F -1.127 0.922 6.778
O 4.161 5.159 -3.308
O 5.896 0.337 -1.233
O -0.443 -0.826 4.165
O 5.647 6.635 -4.150
O -4.514 -3.074 2.280
O -2.791 -0.025 -3.505
O -0.292 -0.369 -3.569
O 0.121 2.416 -5.630
O 1.014 3.330 -1.328
O -6.308 -2.380 1.104
O -1.131 1.309 3.927
O -2.165 -7.113 6.723
O 2.785 1.047 -6.440
O -1.507 0.039 -1.339
O -2.971 -5.575 5.280
N 7.179 0.969 -3.171
N 0.117 2.593 -3.327
C 2.063 1.857 -4.292
C -1.300 0.785 1.547
C -5.249 -5.332 1.712
C -3.805 -7.733 5.055
C -1.798 0.200 5.872
C 5.333 4.490 -5.209
C -1.223 2.184 -2.955
C 1.130 2.746 -2.358
C -5.224 -4.238 2.756
C 0.670 2.284 -4.581
C 4.532 1.180 -3.208
C -0.756 -4.551 5.338
C 3.555 1.783 -2.396
C 3.820 6.057 -2.231
C 3.020 1.295 -5.118
C 2.854 7.127 -2.690
C -2.174 -4.522 5.863
C -5.179 -2.262 1.477
C -1.034 0.145 4.538
C 2.339 2.109 -2.962
C -2.850 -6.785 5.802
C 5.073 5.589 -4.166
C -4.276 -1.074 1.096
C 4.255 0.962 -4.557
C -0.470 1.415 2.643
B 5.913 0.799 -2.535
H -1.970 2.597 -3.627
H 5.137 -0.242 -1.109
H -1.427 2.601 -1.974
H -5.711 -6.230 2.118
H -2.206 -4.586 6.950
H -0.350 2.481 2.468
H -0.754 -4.511 4.248
H 7.710 0.108 -3.148
H -0.838 0.935 0.581
H -0.247 -5.467 5.636
H 2.550 7.744 -1.845
H 3.362 5.430 -1.469
H -6.227 -3.959 3.076
H 4.728 6.485 -1.808
H -4.676 -4.568 3.636
H 3.723 1.980 -1.348
H 5.020 0.517 -5.174
H -2.300 1.222 1.534
H 1.967 6.673 -3.133
H -4.233 -5.570 1.395
H 0.525 0.976 2.702
H -1.414 -0.286 1.707
H -3.481 -0.016 -2.827
H 7.100 1.315 -4.117
H 3.308 7.770 -3.442
H -5.806 -5.025 0.827
H -2.665 -3.596 5.573
H -0.700 -0.979 -4.201
H -0.197 -3.700 5.723
H 2.377 1.826 -6.835
*
```

The following is a quantum chemistry calculation of a structure of composition C25H30BaN13S3, from the Open Molecules 2025 dataset.

Summary:
Relative energy (zero: lowest compared OMol25 entry of this formula, charge and spin): 0.2 kcal/mol
Calculated total energy: -2902.5332 Ha
F_max: 0.0032 Eh/bohr
LUMO: -3.362 eV

Geometry as ORCA input:
```
! wB97M-V def2-TZVPD RIJCOSX def2/J DEFGRID3
* xyz 1 1
Ba -0.133 0.086 -0.148
S 2.356 -0.675 -2.173
S 4.120 -2.329 -0.384
S -2.801 -1.405 -1.414
N 1.628 2.292 -0.034
N 3.176 0.771 0.847
N -2.638 1.677 -0.012
N -2.184 -0.029 1.935
N -0.716 0.335 -3.117
N 1.566 -2.119 -0.023
N 3.874 2.279 -0.737
N 1.298 0.431 2.200
N -3.851 -0.913 -3.865
N 3.457 -0.168 2.929
N -3.594 -0.320 -5.069
N -3.630 1.396 0.668
N -1.935 -0.059 -3.658
C 2.521 -1.729 -0.830
C 2.044 -2.933 0.994
C -2.415 0.190 -4.930
C -2.912 2.333 -1.245
C -1.664 0.946 -5.957
C -3.244 3.539 -3.709
C -4.332 0.589 2.799
C -4.085 2.114 -1.960
C -2.865 -0.786 -2.968
C -2.077 3.758 -2.986
C 3.429 -3.151 0.990
C -4.242 2.716 -3.198
C 2.819 1.809 0.004
C -2.907 -0.836 4.070
C 2.576 0.355 2.041
C 2.961 -0.958 4.042
C 1.861 -4.325 2.933
C -4.105 -0.152 3.948
C -1.903 3.140 -1.756
C 1.255 -3.534 1.972
C -3.338 0.627 1.837
C 3.243 -4.522 2.930
C -1.985 -0.749 3.037
C 4.038 -3.941 1.955
C 4.895 0.047 2.867
H -0.709 0.466 -6.174
H -1.470 1.967 -5.624
H 4.005 0.260 0.585
H 1.621 3.111 -0.635
H 3.695 -5.151 3.685
H 1.042 0.236 3.161
H 5.128 0.990 2.376
H 2.666 -0.334 4.891
H -4.700 -1.432 -3.720
H 0.033 -0.306 -3.382
H 5.106 -4.117 1.939
H -1.043 -1.286 3.094
H 4.690 1.693 -0.820
H 3.622 2.700 -1.617
H -1.005 3.300 -1.168
H -4.852 -0.201 4.727
H 0.180 -3.402 1.950
H 5.285 0.106 3.881
H 3.746 -1.638 4.364
H -0.504 1.274 -3.435
H -3.380 4.017 -4.671
H 5.405 -0.771 2.348
H -2.689 -1.438 4.941
H -4.840 1.459 -1.547
H 1.258 -4.811 3.689
H -2.257 0.981 -6.867
H -1.312 4.418 -3.376
H -5.143 2.545 -3.771
H 2.116 -1.567 3.720
H -5.251 1.133 2.634
*
```

The following is a quantum chemistry calculation of a structure of composition C25H30CoN3O3 at a distorted geometry, from the Open Molecules 2025 dataset.

Summary:
Relative energy (zero: lowest compared OMol25 entry of this formula, charge and spin): 14.1 kcal/mol
⟨S²⟩: 6.014
Calculated total energy: -2743.3268 Ha
F_max: 0.0444 Eh/bohr
LUMO (alpha / beta): 0.176 / -1.831 eV

Geometry as ORCA input:
```
! wB97M-V def2-TZVPD RIJCOSX def2/J DEFGRID3
* xyz 0 5
Co 0.151 0.101 0.227
O 0.307 2.109 1.413
O -0.408 1.592 -1.008
O -1.718 3.394 -1.159
N 0.631 -1.751 1.046
N 2.137 -0.092 -0.365
N -3.506 0.342 2.652
C 1.740 -3.662 0.465
C 0.634 -4.005 1.223
C -3.808 -1.526 0.487
C -2.698 -0.691 0.552
C 3.232 0.931 1.967
C 3.720 1.397 0.751
C 0.954 4.144 0.205
C -0.006 -2.808 1.558
C 3.111 0.947 -0.567
C -0.876 2.697 -0.633
C 4.926 2.140 3.160
C -4.132 1.534 3.172
C 4.802 2.273 0.764
C 1.714 -2.257 0.347
C -2.700 0.519 1.465
C -0.183 3.251 0.689
C 2.557 -1.325 -0.268
C 3.831 1.295 3.162
C -1.646 -1.997 -1.166
C -1.603 -0.948 -0.268
C -2.765 -2.817 -1.240
C 5.397 2.642 1.958
C -1.200 4.015 1.533
C -3.836 -2.590 -0.396
C -2.850 -0.429 3.680
H -2.054 0.142 4.187
H -0.885 -2.684 2.160
H 3.924 0.601 -1.224
H -0.806 -2.199 -1.819
H -2.406 -1.318 3.237
H 1.582 3.608 -0.504
H 2.382 0.260 1.990
H 1.571 4.494 1.033
H 3.446 0.905 4.095
H -0.714 4.741 2.181
H -3.098 1.363 0.890
H -2.784 -3.637 -1.946
H 0.330 -4.990 1.519
H 5.194 2.667 -0.161
H -4.897 1.242 3.893
H -1.882 4.530 0.860
H 5.410 2.404 4.088
H -1.641 0.757 1.724
H 1.169 2.323 1.795
H 3.562 -1.609 -0.585
H -1.767 3.315 2.141
H 2.460 -4.324 0.020
H -3.581 -0.733 4.429
H -4.637 -1.334 1.152
H 2.624 1.794 -1.057
H 0.529 5.004 -0.303
H 6.240 3.318 1.956
H -4.694 -3.247 -0.426
H -4.613 2.084 2.367
H -3.428 2.207 3.685
*
```

The following is a quantum chemistry calculation of the molecule C25H30N2O8S2 at a distorted geometry, from the Open Molecules 2025 dataset.

Summary:
SMILES string: COc1ccc(OC)c(N(CC(=O)NCCSCc2ccco2)S(=O)(=O)c2ccc(OC)c(OC)c2)c1
Calculated total energy: -2478.3972 Ha
F_max: 0.0215 Eh/bohr
LUMO: 0.469 eV

Geometry as ORCA input:
```
! wB97M-V def2-TZVPD RIJCOSX def2/J DEFGRID3
* xyz 0 1
S 4.509 -1.275 2.256
S -0.925 1.577 1.907
O -0.140 0.653 2.697
O 0.379 -2.612 -0.912
O -0.564 2.702 -2.119
O 4.432 -2.346 -1.019
O -4.114 -2.471 1.556
O -5.587 -1.321 -0.221
O 3.052 2.791 -0.051
O -1.265 2.808 2.558
N -0.156 2.000 0.487
N 2.321 2.146 1.992
C -2.360 0.740 1.274
C 3.624 -2.224 -2.085
C -4.239 0.702 -0.187
C 3.468 1.321 2.300
C 2.159 2.690 0.767
C -0.066 -0.935 -2.482
C -3.141 1.372 0.337
C -3.354 -3.153 2.526
C -4.546 -0.585 0.229
C 0.165 -1.291 -1.157
C -2.641 -0.544 1.714
C 3.112 -0.141 2.042
C -0.287 0.384 -2.827
C 0.726 3.149 0.491
C -0.074 1.029 -0.525
C 0.160 -0.297 -0.186
C 4.611 -1.105 -0.510
C 3.273 -0.925 -2.277
C -0.684 3.112 -3.460
C -0.305 1.384 -1.864
C -6.442 -0.765 -1.192
C 5.446 -0.941 0.696
C -3.735 -1.221 1.204
C 0.743 -3.004 0.391
C 3.908 -0.191 -1.245
H -6.939 0.136 -0.821
H -2.328 -3.323 2.185
H 1.689 -2.550 0.699
H 6.255 -1.668 0.718
H 3.758 1.468 3.342
H 5.843 0.070 0.759
H -0.031 -2.751 1.122
H 2.752 -0.254 1.017
H -0.823 4.192 -3.424
H 3.374 -3.122 -2.614
H -1.988 -0.976 2.454
H 2.340 -0.469 2.738
H 0.367 3.814 1.279
H 0.220 2.884 -4.033
H -0.062 -1.707 -3.234
H 3.854 0.867 -1.083
H -7.189 -1.531 -1.394
H 0.862 -4.085 0.349
H -2.892 2.371 0.019
H 0.681 3.651 -0.477
H -3.336 -2.612 3.477
H -3.850 -4.112 2.663
H 1.495 1.964 2.548
H -0.462 0.623 -3.864
H -4.850 1.197 -0.924
H 0.331 -0.524 0.852
H 2.641 -0.532 -3.046
H -5.903 -0.533 -2.116
H -1.551 2.653 -3.946
H 4.280 1.643 1.645
*
```

- Which formula does entry 6 have?
  C25H30CoN3O3

- Number 3 is which compound?
  C25H30As3BBr4Cl5F2O4Ta

- Look up the F_max of the sixth one.
  0.0444 Eh/bohr